Entry 1:
{"formula": "C17H36ClF6LiNNaO9P", "method": "the ωB97M-V functional and the def2-TZVPD basis", "species": ["Cl", "P", "Na", "F", "F", "F", "F", "F", "F", "O", "O", "O", "O", "O", "O", "O", "O", "O", "N", "C", "C", "C", "C", "C", "C", "C", "C", "C", "C", "C", "C", "C", "C", "C", "C", "C", "Li", "H", "H", "H", "H", "H", "H", "H", "H", "H", "H", "H", "H", "H", "H", "H", "H", "H", "H", "H", "H", "H", "H", "H", "H", "H", "H", "H", "H", "H", "H", "H", "H", "H", "H", "H", "H"], "positions_angstrom": [[-0.744195, 10.045468, 6.459056], [1.361976, 2.237842, -0.523140], [-2.044910, 6.287158, 0.990352], [-4.332504, -1.506623, -5.420898], [2.719312, 0.357306, 0.757510], [-4.214309, -1.666237, -3.272008], [-4.392440, 0.266188, -4.198555], [-1.083503, 1.774488, 1.472290], [-0.208184, 8.897281, 1.598419], [-1.522097, -3.672767, 4.410868], [-1.732054, -2.035136, -4.218507], [1.279142, 5.062729, -4.764331], [1.622009, 3.340888, 0.783824], [2.635097, 1.700343, -1.086494], [0.155635, 6.779495, 1.955956], [-1.675580, 0.163416, -4.647828], [0.406761, 0.951289, -0.126023], [0.653752, 3.185793, -1.741406], [0.608727, -3.086482, 2.273452], [2.027086, -3.013511, 2.835779], [-1.438895, -4.329187, 5.668583], [-0.775543, 4.220204, 1.400845], [0.745298, -2.613901, 0.840798], [-2.285809, -0.832754, -4.410734], [1.190438, 4.158872, -5.564227], [-1.219989, -4.738035, 1.590117], [0.130422, -4.532345, 2.252556], [2.199797, -3.402914, 4.294094], [-0.832028, -2.431314, 4.361770], [0.026272, 3.203775, -5.543209], [0.396478, 3.984361, 1.119572], [-0.298425, -2.093622, -4.328662], [2.242649, 3.944690, -6.622270], [-3.808070, -0.929898, -4.321418], [-0.366269, -2.105445, 2.947151], [0.363291, -1.626923, -3.050464], [0.227006, 8.408150, 4.414905], [3.249302, -3.647017, 4.473989], [0.143437, -0.576529, -2.853399], [3.018975, 4.703542, -6.518558], [-0.008450, -2.402551, 5.072640], [-0.766269, -5.187043, 5.565600], [-0.649537, 3.476066, -4.732400], [-0.240680, -2.571310, 0.384262], [1.202642, 3.973522, -1.897714], [-2.013122, -4.150256, 2.049861], [1.445451, -1.748328, -3.111902], [-2.429789, -4.699253, 5.932313], [2.697102, 2.959691, -6.500264], [1.188428, -1.606905, 0.862009], [0.382989, 2.186309, -5.373721], [-1.073832, -3.677081, 6.463933], [2.378176, -1.988250, 2.685289], [2.631697, -3.675728, 2.213390], [0.301666, 7.309851, 2.728660], [-0.044866, -3.138152, -4.517148], [0.047420, -1.518164, -5.189903], [0.889469, -5.099814, 1.710361], [-0.506412, 1.203734, -0.390858], [-1.536852, -1.651427, 4.670900], [0.123480, -4.903983, 3.273520], [-0.518760, 3.260627, -6.488245], [-1.886235, 4.263544, 1.616648], [-1.502868, -5.788342, 1.683173], [-0.009214, -2.188029, -2.190305], [-1.194005, -4.507157, 0.526196], [-1.235843, -2.052059, 2.291768], [1.391523, -3.305251, 0.299718], [0.128431, -1.129725, 2.935037], [1.975664, -2.567507, 4.954315], [1.612241, -4.272059, 4.593799], [0.996467, 6.328687, 1.804063], [1.795829, 4.033708, -7.614753]], "forces_ev_per_a": [[0.487, -0.894, -0.830], [3.013, -3.357, -1.301], [1.071, 0.974, 0.014], [0.433, 0.025, -0.019], [-0.151, -1.506, 1.779], [0.395, 0.044, -0.116], [0.530, -0.088, -0.097], [-1.389, -0.135, 0.468], [-0.644, 1.501, 0.871], [0.182, 0.077, 0.297], [-0.758, 0.121, -0.202], [0.032, -0.026, -0.100], [-4.121, 0.965, -0.640], [-1.561, 2.681, -0.247], [0.365, -2.563, 0.443], [-0.474, 0.411, -0.138], [0.527, 3.029, -2.542], [-0.419, -0.734, 2.078], [0.070, -0.122, -0.193], [-0.068, 0.061, 0.196], [-0.091, -0.183, -0.367], [0.938, -0.609, -0.712], [0.009, 0.540, 0.204], [1.273, -0.623, 0.051], [-0.087, 0.162, 0.293], [-0.138, 0.085, -0.085], [0.026, 0.146, 0.105], [0.032, 0.058, 0.198], [-0.083, 0.081, -0.128], [-0.129, 0.164, 0.237], [0.088, -1.628, -0.083], [0.805, -0.130, 0.168], [0.237, 0.256, 0.057], [-1.529, 0.013, 0.310], [0.082, -0.292, 0.055], [-0.211, 0.299, 0.156], [-0.734, 1.533, 0.418], [-0.059, 0.000, -0.162], [0.192, -0.021, -0.031], [-0.076, -0.057, 0.023], [0.006, -0.144, -0.015], [0.050, -0.021, 0.195], [0.104, -0.057, -0.029], [0.063, 0.000, 0.063], [-0.043, -0.431, 0.100], [0.114, -0.056, 0.064], [-0.050, 0.055, 0.023], [0.017, 0.033, 0.040], [-0.110, -0.042, -0.148], [0.166, 0.136, -0.196], [-0.082, -0.023, -0.144], [-0.041, 0.039, -0.041], [-0.101, -0.004, -0.291], [-0.188, 0.099, -0.133], [-0.008, 0.947, -0.791], [-0.365, -0.002, -0.011], [-0.242, 0.113, 0.080], [0.107, 0.212, -0.037], [0.049, -0.093, 1.329], [0.182, 0.229, -0.227], [-0.100, 0.147, -0.046], [0.094, -0.187, -0.053], [2.368, -0.618, -0.045], [0.088, 0.031, 0.058], [0.064, -0.117, -0.103], [0.048, -0.033, 0.001], [0.151, 0.080, -0.010], [-0.020, 0.031, 0.117], [-0.076, 0.002, -0.152], [-0.056, -0.073, 0.021], [0.017, 0.038, 0.004], [-0.284, -0.342, -0.040], [0.016, -0.206, -0.007]], "lumo_ha": 0.0433, "charge": -1, "orbital_gap_ev": 4.97}


Entry 2:
{"formula": "C17H36GeN4O4RhS2Si3", "method": "the ωB97M-V functional and the def2-TZVPD basis", "species": ["Rh", "Ge", "S", "S", "Si", "Si", "Si", "O", "O", "O", "O", "N", "N", "N", "N", "C", "C", "C", "C", "C", "C", "C", "C", "C", "C", "C", "C", "C", "C", "C", "C", "C", "H", "H", "H", "H", "H", "H", "H", "H", "H", "H", "H", "H", "H", "H", "H", "H", "H", "H", "H", "H", "H", "H", "H", "H", "H", "H", "H", "H", "H", "H", "H", "H", "H", "H", "H", "H"], "positions_angstrom": [[-0.475011, 0.453131, -0.039308], [-0.533669, -1.866482, 1.284691], [-0.577774, 0.178165, 2.258605], [-2.282409, -0.714948, -1.934211], [-0.607555, -3.200365, 3.283214], [2.764305, -2.795893, -1.406427], [-2.594328, -3.510969, -2.099510], [-1.247709, 0.149686, -2.476059], [-1.595803, -2.142934, -1.708239], [-3.403443, -1.007725, -2.794105], [-2.655756, -0.229603, -0.580788], [2.038482, -1.520046, -0.277089], [2.236726, -2.864847, 1.539327], [0.401112, 2.095783, -1.182099], [1.462063, -0.315381, -0.727681], [1.722468, 2.395919, -3.168344], [-4.234262, -3.399032, -1.241908], [-2.603272, -3.741448, -3.936829], [-1.643843, -4.907429, -1.310751], [2.187809, -4.487454, -0.868331], [4.631702, -2.839547, -1.273336], [-0.340326, -5.027639, 2.999707], [2.088581, 0.472298, -1.635771], [1.411746, 1.666274, -1.992220], [-0.343878, 3.142936, -1.560821], [0.939633, 3.452539, -3.536178], [3.456472, 0.262619, -2.208989], [2.018230, -2.481283, -3.076578], [1.496467, -1.979208, 0.852485], [-2.379602, -2.917210, 3.798152], [0.549618, -2.560258, 4.609696], [-0.135206, 3.846583, -2.719463], [-2.568157, -3.281807, 4.811764], [4.016420, 1.198440, -2.167184], [1.903843, -3.147593, 2.445987], [2.805335, -4.929467, -0.087517], [5.091986, -1.909883, -0.941989], [-1.755950, -3.209064, -4.374338], [5.076635, -3.101792, -2.237585], [1.219146, -1.736641, -3.017374], [2.238921, -5.136058, -1.747863], [-2.086732, -5.866778, -1.593833], [0.123764, -2.797707, 5.588131], [-0.485737, -5.566860, 3.940586], [-4.511395, -4.356800, -0.795672], [-5.023560, -3.074336, -1.920157], [-3.058505, -3.434918, 3.116040], [2.744344, -2.147208, -3.816415], [-0.778397, 4.673508, -2.981301], [-2.533904, -4.797235, -4.209308], [1.579565, -3.415020, -3.433761], [1.137555, 3.972825, -4.464927], [0.658052, -5.270043, 2.625488], [3.243012, -2.857813, 1.441251], [-1.657338, -4.836692, -0.219442], [-3.508311, -3.323562, -4.379405], [-1.128677, 3.431212, -0.870285], [0.655591, -1.476323, 4.539525], [2.536355, 2.073516, -3.802482], [-1.065015, -5.409185, 2.277028], [-2.627384, -1.853265, 3.771636], [1.548068, -3.006433, 4.572651], [-4.174836, -2.647081, -0.450283], [4.026963, -0.467958, -1.649390], [3.435699, -0.051928, -3.254981], [1.156598, -4.489286, -0.512003], [-0.602106, -4.919664, -1.639604], [4.922388, -3.621830, -0.566632]], "forces_ev_per_a": [[-0.251, 0.640, -0.110], [1.057, 0.327, 0.506], [-0.282, -0.198, -0.075], [-0.274, -0.015, -0.279], [-0.632, -0.106, 0.147], [-0.127, -0.038, 0.042], [0.453, 0.239, 0.304], [0.171, -0.287, 0.045], [-0.480, -0.216, -0.120], [0.006, 0.224, 0.127], [0.431, -0.186, -0.125], [0.262, 0.383, -0.094], [0.085, 0.284, 0.205], [-0.401, -0.063, -0.449], [-0.126, -0.368, -0.202], [0.076, -0.020, 0.094], [-0.196, 0.131, -0.046], [-0.169, 0.055, -0.192], [0.216, -0.056, -0.001], [-0.096, -0.069, 0.147], [0.145, 0.003, 0.016], [0.108, -0.157, -0.052], [-0.045, -0.061, 0.143], [0.054, 0.058, 0.105], [0.099, -0.049, 0.278], [-0.067, 0.088, -0.006], [-0.004, -0.089, 0.012], [-0.031, 0.226, -0.088], [-0.093, -0.368, -0.229], [-0.110, 0.027, 0.113], [0.199, 0.079, 0.015], [0.117, 0.068, -0.070], [-0.002, -0.017, -0.034], [0.001, -0.005, -0.009], [-0.052, -0.107, -0.060], [0.001, -0.021, -0.029], [0.020, -0.041, -0.010], [0.020, -0.051, -0.004], [-0.026, 0.017, 0.024], [0.005, -0.032, -0.010], [0.011, -0.001, 0.018], [-0.018, 0.030, 0.040], [0.035, -0.028, -0.001], [0.010, -0.016, -0.038], [0.005, 0.013, -0.011], [0.012, -0.028, 0.017], [-0.001, 0.019, 0.017], [0.011, 0.014, -0.020], [0.016, -0.001, 0.011], [0.014, 0.025, 0.010], [0.001, 0.018, 0.000], [0.012, 0.016, 0.019], [-0.033, -0.006, 0.017], [-0.021, -0.052, -0.074], [0.007, 0.009, -0.016], [0.037, 0.001, 0.001], [-0.065, -0.069, -0.054], [-0.013, -0.019, 0.023], [-0.022, -0.005, 0.000], [0.016, -0.010, 0.017], [0.014, -0.023, 0.015], [-0.020, 0.018, 0.037], [0.003, -0.059, 0.035], [-0.015, 0.002, 0.036], [-0.002, -0.052, -0.024], [0.000, -0.007, -0.061], [-0.048, -0.028, -0.017], [-0.008, 0.013, -0.026]], "s_squared": 8.79, "multiplicity": 6, "lumo_ha": [0.0022, -0.0587], "orbital_gap_ev": [5.56, 6.82]}


Entry 3:
{"formula": "C17H36N2O19", "method": "the ωB97M-V functional and the def2-TZVPD basis", "species": ["O", "O", "O", "O", "O", "O", "O", "O", "O", "O", "O", "O", "O", "O", "O", "O", "O", "O", "O", "N", "N", "C", "C", "C", "C", "C", "C", "C", "C", "C", "C", "C", "C", "C", "C", "C", "C", "C", "H", "H", "H", "H", "H", "H", "H", "H", "H", "H", "H", "H", "H", "H", "H", "H", "H", "H", "H", "H", "H", "H", "H", "H", "H", "H", "H", "H", "H", "H", "H", "H", "H", "H", "H", "H"], "positions_angstrom": [[-0.367236, -4.401142, 0.441335], [-0.547256, -2.165132, 6.906635], [3.924184, 3.861898, 3.187275], [-9.256316, -1.584032, -5.001505], [-1.273236, 4.940498, -3.593655], [-1.576436, -6.357272, 0.190665], [-0.349196, -5.794502, -1.383815], [5.326124, -1.045922, -3.740975], [5.681684, 5.295578, 3.198295], [-8.335356, 0.466338, -5.392115], [7.274924, -0.041652, -3.898565], [5.613404, 3.771968, 4.746755], [-7.078696, -1.469312, -5.299825], [1.220754, -3.596262, 7.294835], [0.839974, 4.464058, -4.002005], [-1.032716, 0.265358, -1.796405], [0.234874, 6.255328, -2.487425], [-0.836766, -3.592952, 8.491005], [-1.109506, 1.589308, -0.123065], [6.540304, -0.984252, -3.552865], [-0.489706, 0.910248, -0.947595], [-5.779566, -0.831202, -5.511395], [5.246164, 6.190488, 2.136315], [-10.604566, -1.056572, -5.103905], [-0.027466, 5.331668, -3.331115], [-2.385106, 5.646558, -3.030395], [-0.362436, -4.519912, 9.379745], [-8.249146, -0.726822, -5.217765], [4.912684, 2.911038, 5.661575], [4.981004, 4.262458, 3.640295], [-0.718836, -5.431722, -0.172855], [0.047494, -1.599792, 5.774445], [2.235364, 4.713168, -3.860815], [0.496324, -4.935242, -2.199295], [7.169944, -2.059202, -2.742775], [0.974414, 0.958478, -0.910535], [0.067724, -3.175902, 7.528255], [-2.343996, -6.152162, 1.354045], [-1.614396, -6.065012, 2.159145], [3.949104, 3.302878, 5.987265], [6.527434, -2.229632, -1.878915], [-10.623226, 0.017588, -4.919685], [-2.329956, 6.033688, -2.012955], [1.168524, 2.030618, -0.880115], [5.667824, 7.191188, 2.042035], [-5.718266, -0.230152, -4.604155], [-5.002876, -1.556192, -5.754795], [1.313544, -4.481692, -1.638455], [0.829854, -2.129832, 5.231235], [-0.165516, -3.998622, 10.316535], [-5.818066, -0.158462, -6.368155], [0.803054, -5.567962, -3.032175], [2.330574, 5.598668, -4.489245], [2.824774, 3.967948, -4.394995], [-2.979096, -5.266692, 1.327625], [5.530674, 2.886278, 6.559115], [-2.517966, 6.538888, -3.642105], [-0.738526, -1.258122, 5.100995], [2.670164, 4.783788, -2.863795], [8.187884, -1.845542, -2.416825], [-11.082926, -1.230812, -6.067705], [1.329154, 0.468468, -0.003815], [7.203434, -2.966452, -3.345995], [0.600664, -4.971932, 9.142645], [1.398964, 0.636438, -1.861415], [-1.114176, -5.297442, 9.515445], [0.458604, -0.649702, 6.115635], [-11.215886, -1.560362, -4.355185], [-2.938586, -7.024662, 1.624795], [-0.134296, -4.239582, -2.752895], [4.177364, 6.334878, 2.294155], [4.937604, 1.939358, 5.168305], [5.330914, 5.600958, 1.223415], [-3.310116, 5.083768, -3.155775]], "forces_ev_per_a": [[-0.966, -2.837, -1.398], [-0.121, -1.572, 0.451], [1.133, 0.277, 0.455], [-0.213, 0.202, -0.218], [0.435, -0.591, 0.002], [-1.033, -0.746, -0.031], [1.081, 0.303, -1.132], [1.542, -0.099, 0.034], [1.619, 1.239, 0.387], [0.148, -0.824, 0.321], [-1.309, -1.624, 0.279], [-0.115, 1.232, -0.677], [-1.239, -0.288, -0.265], [-3.678, 1.007, 0.934], [-1.849, 0.771, 1.783], [-0.177, -0.863, -0.919], [-0.189, -3.604, -3.795], [1.305, 1.358, -2.907], [0.981, -0.561, -0.391], [0.272, 1.876, 0.011], [-1.407, 0.986, 1.040], [-1.900, 1.186, 0.179], [-2.075, -1.954, -0.203], [-0.023, 0.356, 0.453], [0.843, 1.740, 3.166], [-0.476, 1.432, -0.639], [0.873, -1.229, 2.021], [1.610, -0.043, -0.993], [0.709, -0.052, -0.518], [-1.484, -0.258, 0.419], [0.811, 3.140, 0.866], [0.452, 2.120, -0.668], [0.423, 0.963, -1.344], [-0.856, -0.578, -0.347], [-0.013, -0.826, 0.245], [0.581, 1.152, -0.274], [1.555, -0.463, 0.001], [0.699, 0.197, 1.658], [-0.252, 0.408, 0.343], [-0.173, -0.195, -0.624], [-0.008, 0.029, -0.184], [0.186, -0.103, 0.064], [0.737, -0.650, 0.103], [0.252, -0.053, 0.469], [0.901, -0.591, 0.799], [1.226, -0.057, -0.155], [-0.413, -0.272, 0.770], [-0.236, -0.052, -0.116], [-0.300, -0.554, 0.464], [-0.298, -0.148, 0.339], [-0.247, 0.118, 0.013], [0.601, -0.324, 0.507], [0.922, 0.471, 0.661], [-0.650, -0.497, 0.025], [0.161, 0.012, -0.283], [0.176, -0.063, -0.207], [-0.014, 0.137, -0.065], [-0.178, -0.612, -0.059], [-0.689, 0.331, 0.128], [-0.273, 0.549, -0.318], [0.565, -0.227, -0.219], [0.001, -0.016, -0.300], [-0.222, 0.100, -0.057], [-0.159, 0.001, -0.624], [-0.250, -0.636, 0.354], [0.057, 0.066, 0.073], [0.493, 0.026, -0.037], [0.303, -0.046, 0.056], [0.058, -0.111, -0.785], [-0.058, 0.613, 0.725], [-0.115, 0.074, -0.108], [-0.765, -0.166, 0.498], [0.186, 0.445, -0.231], [0.526, -0.533, -0.007]], "lumo_ha": -0.0076, "smiles": "C[N+](=O)[O-].C[N+](=O)[O-].COC(=O)OC.COC(=O)OC.COC(=O)OC.COC(=O)OC.COC(=O)OC", "orbital_gap_ev": 10.50}


What energy values result from the calculations? In sequence: -80864.565 -137192.726 -60086.544 eV.
What M values result from the calculations? In sequence: 608.82 684.41 572.47 g mol⁻¹.